[1]
{
  "formula": "C40H59BN10ORuSSeSi",
  "method": "wB97M-V/def2-TZVPD",
  "species": ["Ru", "C", "C", "C", "C", "N", "N", "B", "N", "N", "C", "C", "C", "C", "C", "C", "C", "C", "N", "N", "C", "C", "C", "C", "C", "C", "C", "C", "C", "C", "C", "C", "H", "H", "H", "H", "H", "H", "H", "H", "H", "H", "H", "H", "H", "H", "H", "H", "H", "H", "H", "H", "H", "H", "H", "H", "H", "H", "H", "H", "H", "H", "H", "H", "H", "H", "H", "H", "H", "H", "H", "H", "N", "C", "C", "C", "C", "C", "C", "C", "C", "C", "H", "H", "H", "H", "O", "N", "C", "N", "C", "C", "N", "C", "S", "H", "H", "H", "H", "H", "H", "C", "Si", "C", "C", "Se", "H", "H", "H", "H", "H", "H", "H", "H", "H"],
  "coordinates": [[0.0475, -0.3554, 1.0065], [-3.3843, -4.3953, 0.4742], [-2.3642, -3.4983, -0.0466], [-1.5792, -3.6222, -1.1849], [-0.8823, -2.4029, -1.3500], [-1.0710, -1.6944, -0.2450], [-2.1827, -2.3030, 0.4631], [-2.6963, -1.6596, 1.7752], [-2.7557, -0.0699, 1.5114], [-1.7583, 0.5990, 0.7229], [-2.2820, 1.8594, 0.4869], [-3.4187, 1.9719, 1.2767], [-3.7042, 0.7568, 1.8800], [-4.7750, 0.4757, 2.8714], [-2.0239, 2.8937, -0.6371], [-0.8264, 2.5408, -1.4943], [-3.2803, 2.7691, -1.5111], [-1.9656, 4.2512, 0.0403], [-1.6502, -1.9438, 2.8819], [-0.4557, -1.1907, 2.9122], [0.2566, -1.6165, 4.0118], [-0.4907, -2.6235, 4.6325], [-1.6694, -2.8125, 3.9108], [-2.8954, -3.6880, 4.2701], [1.4042, -0.9537, 4.7087], [1.6274, 0.4666, 4.2428], [1.0510, -0.9894, 6.2082], [2.7125, -1.7558, 4.6449], [-0.1428, -1.9694, -2.6378], [-1.2897, -1.2742, -3.4137], [1.0772, -1.1245, -2.4125], [0.1572, -3.3137, -3.2915], [-4.2247, -4.4898, -0.2170], [-2.9858, -5.3976, 0.7716], [-3.7993, -3.8212, 1.3138], [-1.5994, -4.3650, -1.9571], [-3.7672, -2.0217, 2.1584], [-4.0314, 2.8723, 1.3628], [-5.1359, 1.4575, 3.2352], [-5.6062, -0.0729, 2.4016], [-4.4042, -0.1809, 3.6283], [-0.8306, 1.4534, -1.5791], [-0.9014, 3.0023, -2.4806], [0.1687, 2.8468, -1.0598], [-3.5654, 1.7678, -1.8194], [-4.1962, 3.2097, -0.9853], [-3.0369, 3.3904, -2.3999], [-1.0744, 4.3814, 0.6530], [-1.9663, 5.0381, -0.7779], [-2.8469, 4.3947, 0.7186], [-0.1416, -3.2137, 5.4550], [-3.0501, -4.3544, 3.4281], [-2.6589, -4.2178, 5.1804], [-3.8230, -3.1277, 4.3476], [0.6898, 0.9465, 3.9582], [2.1510, 0.9884, 5.0456], [2.1758, 0.4756, 3.3069], [0.1923, -0.4100, 6.4860], [0.8186, -2.0125, 6.5674], [1.9223, -0.5577, 6.7888], [3.0594, -1.7968, 3.6136], [3.5281, -1.2752, 5.2357], [2.5595, -2.8022, 4.9575], [-1.7226, -0.3842, -2.8390], [-0.8707, -0.7999, -4.2918], [-2.0962, -2.0220, -3.7125], [0.9584, -0.1345, -1.9291], [1.9175, -1.6106, -1.8447], [1.5506, -0.9277, -3.3987], [-0.6642, -3.6125, -3.9806], [1.0320, -3.1981, -3.9203], [0.3381, -4.0840, -2.5381], [3.6510, 8.2848, 3.3333], [3.2337, 7.2186, 3.0694], [2.7389, 6.0302, 2.6402], [1.5096, 5.5238, 2.9696], [1.1313, 4.2713, 2.4863], [2.1179, 3.4750, 1.8129], [3.4784, 3.9564, 1.6682], [3.7146, 5.2589, 1.9519], [1.7029, 2.2033, 1.4150], [1.1151, 1.1148, 1.1456], [0.8903, 6.1896, 3.6263], [0.1271, 3.9110, 2.6852], [4.2856, 3.2302, 1.4388], [4.7037, 5.7676, 1.6941], [0.3220, -4.2189, 1.5216], [1.4955, -3.9920, 1.5695], [-0.7086, 2.6874, -7.5328], [-0.6135, 1.4996, -8.4076], [0.5289, 0.8124, -8.8101], [0.1449, -0.1889, -9.6547], [-1.2572, -0.1421, -9.7520], [-1.7591, 0.8774, -8.9656], [-3.3193, 1.3212, -8.6079], [-1.5685, 3.3019, -7.8223], [0.1856, 3.2692, -7.6398], [-0.9216, 2.4350, -6.4931], [1.5509, 1.0088, -8.5158], [0.7729, -0.9749, -10.1767], [-1.7897, -0.8614, -10.2381], [4.0648, -0.0042, -0.7550], [3.9814, -1.6187, 0.1969], [4.0491, -3.2181, -0.7917], [5.0872, -1.5193, 1.6533], [1.9100, -1.6870, 1.2328], [4.9526, 0.5122, -0.3216], [3.1678, 0.5485, -0.4619], [4.2234, 0.0434, -1.8610], [5.0591, -3.2813, -1.2432], [3.3460, -3.2956, -1.6015], [3.9021, -4.0371, -0.1152], [6.1019, -1.1866, 1.4542], [5.1043, -2.4595, 2.2489], [4.7347, -0.7288, 2.3629]],
  "spin_multiplicity": 6,
  "lumo_ev": [-3.050, -5.569],
  "e_homo_ev": [-8.9, -8.9],
  "relative_energy_ev": 2.857,
  "gap_ha": [0.2164, 0.1239],
  "charge": 1
}

=====

[2]
{
  "formula": "C6H10",
  "method": "wB97M-V/def2-TZVPD",
  "species": ["C", "C", "C", "C", "C", "C", "H", "H", "H", "H", "H", "H", "H", "H", "H", "H"],
  "coordinates": [[-0.8051, 0.9471, 2.4840], [-0.4563, 0.0605, 1.7462], [-0.0708, -1.0279, 0.8394], [0.2408, -0.5695, -0.6004], [-0.9139, 0.2362, -1.1948], [1.5517, 0.2129, -0.6688], [-1.1231, 1.7225, 3.1457], [-0.8884, -1.7598, 0.8174], [0.8030, -1.5473, 1.2537], [0.3611, -1.4902, -1.1883], [-0.7174, 0.4825, -2.2443], [-1.0498, 1.1742, -0.6443], [-1.8581, -0.3189, -1.1470], [2.3917, -0.3808, -0.2895], [1.7795, 0.4952, -1.7031], [1.4870, 1.1312, -0.0730]],
  "lumo_ev": 1.079,
  "smiles": "C#CCC(C)C",
  "e_homo_ev": -9.9,
  "relative_energy_ev": 1.352,
  "gap_ha": 0.4046
}

=====

[3]
{
  "formula": "C3H11N4S",
  "method": "wB97M-V/def2-TZVPD",
  "species": ["C", "C", "C", "N", "N", "N", "N", "S", "H", "H", "H", "H", "H", "H", "H", "H", "H", "H", "H"],
  "coordinates": [[1.4914, 1.6563, -0.1498], [-2.4030, 1.1512, 0.1891], [-2.3348, -1.6887, 0.0855], [2.9483, -0.0897, -0.4434], [0.8478, -0.5215, 0.4439], [3.3820, -1.3097, -0.2267], [1.6694, 0.2800, -0.0497], [-1.6095, -0.2581, -0.6924], [0.7202, 1.8295, -0.9398], [2.5051, 2.1247, -0.3726], [1.1458, 2.0443, 0.7267], [-2.3469, 0.9747, 1.2703], [-3.4043, 0.9242, -0.0667], [-2.1426, 2.0733, -0.3531], [-2.4727, -1.4828, 1.1594], [-1.5422, -2.4698, -0.0916], [-3.3675, -2.0153, -0.2588], [2.5579, -1.8977, -0.1034], [4.3558, -1.3251, -0.1269]],
  "lumo_ev": [-6.459, -5.256],
  "e_homo_ev": [-12.6, -13.1],
  "relative_energy_ev": 2.893,
  "gap_ha": [0.2251, 0.2888],
  "charge": 1
}

=====

[4]
{
  "formula": "C5H12NO",
  "method": "wB97M-V/def2-TZVPD",
  "species": ["C", "C", "C", "C", "C", "N", "H", "H", "H", "H", "H", "H", "H", "H", "H", "H", "H", "H", "O"],
  "coordinates": [[-0.8058, -1.8202, -0.9207], [-0.3651, -1.0500, 0.3414], [0.9687, -0.3304, 0.2209], [1.9050, -0.7135, -0.6553], [0.2941, 1.6182, 1.4097], [1.2225, 0.8355, 0.9612], [-0.3733, -1.4474, -1.8292], [-0.5423, -2.8755, -0.8146], [-1.8837, -1.9516, -0.9079], [-1.1069, -0.3159, 0.6383], [-0.2112, -1.6978, 1.2129], [1.6436, -1.4925, -1.3527], [2.9141, -0.3189, -0.7043], [0.6425, 2.4401, 2.0168], [-0.6785, 1.5765, 0.9171], [2.1833, 1.1536, 1.0195], [-2.1392, 1.0161, -1.8171], [-3.1874, 1.3538, -0.8326], [-2.2281, 1.2877, -0.9018]],
  "lumo_ev": -5.353,
  "e_homo_ev": -14.1,
  "relative_energy_ev": 1.602,
  "gap_ha": 0.3221,
  "charge": 1
}